Molecular formula: C7H17BO6
Method: DFT, ωB97M-V/def2-TZVPD

The geometry in XYZ format:
```
31
Properties=species:S:1:pos:R:3:mulliken_charge:R:1
C 1.41201 2.27918 -2.70788 -0.5563
O 2.35401 2.10392 -1.69772 -0.4662
C 1.96749 1.17875 -0.69591 -0.4155
C 1.63114 -0.17295 -1.30921 -0.2834
O 0.47849 -0.18339 -2.20114 -0.4516
C -0.76276 -0.08765 -1.51743 -0.0832
C -1.07036 -1.29766 -0.65935 -0.2583
O -2.43258 -1.19121 -0.21093 -0.4108
C -2.55700 -1.27179 1.21359 -0.3902
C -1.96206 -0.00623 1.83292 -0.5313
O -0.55568 0.08607 1.68907 -0.2975
B 0.25816 -0.67703 2.54776 0.5756
O 1.62906 -0.58544 2.50434 -0.5443
O -0.27187 -1.44179 3.57279 -0.5355
H 0.39663 2.45315 -2.24713 0.2144
H 1.68735 3.12486 -3.33995 0.2841
H 1.41654 1.41284 -3.36890 0.2188
H 1.13189 1.63451 -0.11501 0.3041
H 2.79661 1.03584 -0.01633 0.2795
H 2.48764 -0.50358 -1.91385 0.3419
H 1.50319 -0.92412 -0.52793 0.3536
H -1.52695 0.04146 -2.26992 0.3517
H -0.67750 0.78467 -0.84775 0.0917
H -1.00800 -2.20528 -1.25624 0.3084
H -0.41135 -1.37411 0.20470 -0.0649
H -2.11448 -2.21388 1.57232 0.2917
H -3.64020 -1.31850 1.45160 0.3471
H -2.43154 0.86375 1.34787 0.2760
H -2.16333 0.04254 2.89701 0.4442
H 1.95319 0.14851 1.94634 0.2803
H 0.48225 -1.73548 4.12226 0.3260
```

Output
* DFT total energy: -20497.9310 eV
* lowest unoccupied orbital energy: 0.4 eV
* gap between HOMO and LUMO: 9.56 eV